*w*
The molecule C2H7N5O. Source: the OMol25 dataset; level of theory: ωB97M-V with the def2-TZVPD basis set.

ORCA input file:
```
! wB97M-V def2-TZVPD RIJCOSX def2/J DEFGRID3
* xyz 0 1
H -3.179 -1.163 0.448
N -2.902 -0.284 -0.021
C -1.671 -0.003 -0.082
N -1.181 1.181 -0.515
N -0.608 -0.903 0.227
O 0.526 -0.871 -0.459
C 1.542 -0.092 0.141
N 2.643 -0.082 -0.659
N 1.456 0.446 1.302
H 0.503 0.229 1.657
H -0.355 1.525 -0.037
H -1.921 1.845 -0.637
H -0.894 -1.829 0.521
H 2.610 -0.362 -1.610
H 3.430 0.362 -0.277
*
```

The HOMO energy comes out at -9.0 eV. The calculation puts the orbital gap at 9.863 eV.

Results of the Löwdin charge analysis, in e, for atoms 1 through 4: H 0.0509; N 0.1073; C -0.5570; N 0.1448



*x*
The molecule C2H7N5O. Source: the OMol25 dataset; level of theory: ωB97M-V with the def2-TZVPD basis set.

ORCA input file:
```
! wB97M-V def2-TZVPD RIJCOSX def2/J DEFGRID3
* xyz 0 1
H -1.970 1.727 -1.289
N -1.514 0.892 -1.052
C -0.385 1.098 -0.396
N 0.115 2.351 -0.089
N 0.461 0.091 0.070
C 0.251 -1.319 0.075
N -0.875 -1.724 -0.586
N 1.056 -2.111 0.612
O 2.099 -1.276 1.203
H 0.126 2.541 0.934
H -0.478 3.069 -0.509
H 1.313 0.278 0.553
H -1.271 -2.605 -0.218
H -1.486 -1.049 -1.013
H 2.560 -1.965 1.704
*
```

The HOMO energy comes out at -8.4 eV. The calculation puts the orbital gap at 9.153 eV.

Results of the Löwdin charge analysis, in e, for atoms 1 through 4: H 0.0158; N 0.0942; C -0.4834; N 0.0939



Which is the most stable structure? *x* is the most stable.



*w*
The molecule C4H10. Source: the OMol25 dataset; level of theory: ωB97M-V with the def2-TZVPD basis set.

ORCA input file:
```
! wB97M-V def2-TZVPD RIJCOSX def2/J DEFGRID3
* xyz 0 1
C 0.288 0.655 1.324
C -0.197 -0.487 0.015
C 1.047 -0.672 -0.810
C -1.372 0.134 -0.745
H 0.912 1.513 0.982
H -0.506 1.136 1.955
H 0.893 0.066 2.013
H -0.529 -1.356 0.576
H 0.965 -1.476 -1.550
H 1.869 -0.880 -0.127
H 1.268 0.255 -1.354
H -2.387 -0.261 -0.603
H -1.210 0.558 -1.745
H -1.043 0.816 0.069
*
```

The HOMO energy comes out at -9.2 eV. The calculation puts the orbital gap at 10.446 eV.

Results of the Löwdin charge analysis, in e, for atoms 1 through 4: C -0.0754; C -0.4073; C -0.1164; C -0.0925



*x*
A structure of composition C4H10. Source: the OMol25 dataset; level of theory: ωB97M-V with the def2-TZVPD basis set.

ORCA input file:
```
! wB97M-V def2-TZVPD RIJCOSX def2/J DEFGRID3
* xyz 0 1
C 0.209 -1.315 1.308
C 1.061 -0.342 0.359
C -0.840 1.487 -0.128
C -0.913 0.932 -1.551
H 0.940 -2.177 1.864
H -0.269 -0.600 2.060
H -0.543 -1.816 0.680
H 1.220 -0.795 -0.693
H 0.591 0.818 0.367
H 2.189 -0.192 0.764
H -1.386 0.569 0.330
H -1.844 0.823 -2.609
H -0.250 0.006 -1.470
H -0.165 2.602 -1.282
*
```

The HOMO energy comes out at -7.1 eV. The calculation puts the orbital gap at 6.209 eV.

Results of the Löwdin charge analysis, in e, for atoms 1 through 4: C -0.1807; C -0.2070; C -0.1973; C -0.2323



Which is the most stable structure? *w* is the most stable.



*w*
A cluster of 2 separate species, C2H9N3O in total. Source: the OMol25 dataset; level of theory: ωB97M-V with the def2-TZVPD basis set.

ORCA input file:
```
! wB97M-V def2-TZVPD RIJCOSX def2/J DEFGRID3
* xyz 0 1
H -0.011 1.403 1.001
N -0.516 0.538 0.881
C 0.089 -0.381 0.236
N -0.401 -1.648 -0.124
N 1.247 -0.081 -0.477
C 1.642 -0.457 -1.827
H -0.248 -1.768 -1.123
H -1.417 -1.711 -0.124
H 1.771 0.696 -0.128
H 2.430 0.244 -2.077
H 0.799 -0.352 -2.518
H 2.115 -1.442 -1.848
O -2.598 2.036 2.836
H -2.408 1.245 3.348
H -2.493 1.679 1.944
*
```

The HOMO energy comes out at -8.9 eV. The calculation puts the orbital gap at 9.559 eV.

Results of the Löwdin charge analysis, in e, for atoms 1 through 4: H 0.0422; N 0.1045; C -0.5497; N 0.1112



*x*
A cluster of 2 separate species, C2H9N3O in total. Source: the OMol25 dataset; level of theory: ωB97M-V with the def2-TZVPD basis set.

ORCA input file:
```
! wB97M-V def2-TZVPD RIJCOSX def2/J DEFGRID3
* xyz 0 1
N -2.546 -2.220 0.510
C -2.011 -1.392 1.448
O -1.955 -0.190 1.329
H -2.246 -3.184 0.497
H -2.775 -1.860 -0.402
H -1.713 -1.926 2.361
N 1.786 2.182 0.263
C 1.507 1.550 -0.998
N 1.302 0.076 -0.933
H 2.737 1.916 0.511
H 1.200 1.767 0.980
H 2.264 1.774 -1.737
H 0.589 1.962 -1.441
H 1.482 -0.364 -1.822
H 0.379 -0.092 -0.566
*
```

The HOMO energy comes out at -9.2 eV. The calculation puts the orbital gap at 9.967 eV.

Results of the Löwdin charge analysis, in e, for atoms 1 through 4: N 0.1074; C -0.4255; O 0.0048; H 0.0916



*y*
A cluster of 2 separate species, C2H9N3O in total. Source: the OMol25 dataset; level of theory: ωB97M-V with the def2-TZVPD basis set.

ORCA input file:
```
! wB97M-V def2-TZVPD RIJCOSX def2/J DEFGRID3
* xyz 0 1
C -1.674 -0.607 0.639
N -0.804 0.484 0.244
C 0.705 0.426 0.443
N 1.208 -0.868 0.596
O 1.260 1.404 0.921
H -2.715 -0.284 0.597
H -1.475 -0.961 1.659
H -1.543 -1.452 -0.044
H -1.124 1.386 0.574
H 2.119 -0.879 1.029
H 0.646 -1.626 0.246
N 0.869 0.648 -1.627
H -0.227 0.762 -1.533
H 1.371 1.520 -1.490
H 1.384 0.046 -2.255
*
```

The HOMO energy comes out at -9.0 eV. The calculation puts the orbital gap at 9.892 eV.

Results of the Löwdin charge analysis, in e, for atoms 1 through 4: C -0.1354; N -0.0874; C -0.6544; N 0.1272



Which is the most stable structure? *x* is the most stable.



*w*
A cluster of 2 separate species, C2H2FNO2 in total. Source: the OMol25 dataset; level of theory: ωB97M-V with the def2-TZVPD basis set.

ORCA input file:
```
! wB97M-V def2-TZVPD RIJCOSX def2/J DEFGRID3
* xyz 0 1
C 0.620 0.906 1.203
C 0.696 1.547 0.160
F 0.828 2.162 -0.921
H 0.798 0.688 2.225
O 0.247 -2.312 0.155
N -0.824 -1.879 -0.265
O -0.784 -0.769 -1.165
H -1.581 -0.344 -1.393
*
```

The HOMO energy comes out at -10.2 eV. The calculation puts the orbital gap at 9.980 eV.

Results of the Löwdin charge analysis, in e, for atoms 1 through 4: C 0.0874; C -0.2679; F 0.1549; H 0.0254



*x*
A cluster of 2 separate species, C2H2FNO2 in total. Source: the OMol25 dataset; level of theory: ωB97M-V with the def2-TZVPD basis set.

ORCA input file:
```
! wB97M-V def2-TZVPD RIJCOSX def2/J DEFGRID3
* xyz 0 1
C -0.982 0.034 0.682
C -0.917 -0.883 -0.243
O -0.796 -1.616 -1.112
H -1.183 -0.237 1.628
H -0.998 1.075 0.461
O 1.810 -0.449 -0.859
N 1.465 0.288 -0.052
F 1.601 1.788 -0.504
*
```

The HOMO energy comes out at -9.6 eV. The calculation puts the orbital gap at 8.806 eV.

Results of the Löwdin charge analysis, in e, for atoms 1 through 4: C 0.0143; C -0.2923; O 0.2004; H 0.0322



Which is the most stable structure? *x* is the most stable.



*w*
The ion C5H11NO2 with charge -1. Source: the OMol25 dataset; level of theory: ωB97M-V with the def2-TZVPD basis set.

ORCA input file:
```
! wB97M-V def2-TZVPD RIJCOSX def2/J DEFGRID3
* xyz -1 2
C 1.166 1.022 -0.329
N 0.426 1.240 0.904
C 0.048 0.012 1.801
O 1.076 -0.964 1.624
O -1.182 -0.430 1.652
C 0.777 0.371 -1.644
C -0.272 -0.791 -1.518
C -1.722 -0.244 -1.629
H 1.690 -0.644 0.939
H 2.241 1.163 -0.138
H -0.436 1.754 0.885
H 0.132 0.483 2.868
H 0.298 1.072 -2.388
H 1.587 -0.074 -2.213
H 0.105 -1.269 -0.631
H -0.041 -1.575 -2.274
H -2.127 -0.115 -2.634
H -1.639 0.748 -1.191
H -2.415 -0.775 -0.993
*
```

The HOMO energy (alpha / beta) comes out at -2.8 / -3.1 eV. As for the expectation value of S²: 0.755. The calculation puts the orbital gap (alpha / beta) at 6.837 / 7.067 eV.

Results of the Löwdin charge analysis, in e, for atoms 1 through 4: C -0.1582; N -0.0217; C -0.6941; O -0.0759



*x*
The ion C5H11NO2 with charge -1. Source: the OMol25 dataset; level of theory: ωB97M-V with the def2-TZVPD basis set.

ORCA input file:
```
! wB97M-V def2-TZVPD RIJCOSX def2/J DEFGRID3
* xyz -1 2
C -1.239 0.154 -1.039
C 0.115 0.134 -0.327
C 0.168 0.941 0.957
C -0.493 2.388 0.878
O -0.183 3.080 1.986
N 0.525 -1.214 0.050
C 0.238 -2.454 -0.835
O 1.366 -2.992 -1.252
H -1.771 -0.771 -0.808
H -1.871 0.990 -0.760
H -1.126 0.159 -2.124
H 0.880 0.515 -1.018
H 1.174 1.112 1.370
H -0.354 0.428 1.782
H -1.576 2.247 0.765
H -0.022 2.850 0.003
H 1.535 -1.255 0.127
H -0.366 -3.121 -0.176
H -0.414 -2.100 -1.668
*
```

The HOMO energy (alpha / beta) comes out at -2.9 / -2.7 eV. As for the expectation value of S²: 0.758. The calculation puts the orbital gap (alpha / beta) at 6.461 / 4.213 eV.

Results of the Löwdin charge analysis, in e, for atoms 1 through 4: C -0.0664; C -0.4405; C -0.1333; C -0.3718



Which is the most stable structure? *w* is the most stable.



*w*
A structure of composition C24H27F2Si. Source: the OMol25 dataset; level of theory: ωB97M-V with the def2-TZVPD basis set.

ORCA input file:
```
! wB97M-V def2-TZVPD RIJCOSX def2/J DEFGRID3
* xyz 1 1
C -5.130 -2.000 4.526
C -4.470 -1.358 3.350
C -4.713 -1.791 2.042
F -5.641 -2.786 1.879
C -4.064 -1.287 0.914
C -3.040 -0.351 1.115
C -1.946 0.036 0.138
C -1.931 -0.407 -1.295
C -2.214 -1.741 -1.635
C -2.027 -2.139 -2.963
F -2.301 -3.435 -3.336
C -1.532 -1.289 -3.959
C -1.454 -1.741 -5.377
C -1.271 0.034 -3.587
C -1.468 0.472 -2.279
C -2.875 0.187 2.405
C -3.574 -0.292 3.501
H -4.944 -1.404 5.427
H -6.222 -2.092 4.382
H -4.715 -3.001 4.704
H -4.275 -1.709 -0.069
H -1.853 1.127 0.141
H -2.424 -2.480 -0.861
H -0.958 -0.962 -5.956
H -0.926 -2.683 -5.531
H -2.471 -1.855 -5.798
H -0.918 0.699 -4.379
H -1.195 1.502 -2.030
H -2.099 0.939 2.576
H -3.421 0.143 4.497
C 2.036 2.503 3.032
Si 3.047 1.115 2.335
C 2.536 -0.645 2.735
H -1.096 -0.415 0.620
C 3.299 1.302 0.427
C 4.695 1.490 0.585
C 5.544 1.718 -0.490
C 5.014 1.775 -1.791
C 6.006 2.037 -2.874
C 3.648 1.579 -1.990
C 2.781 1.332 -0.893
H 1.700 3.164 2.209
H 1.161 2.237 3.633
H 2.733 3.084 3.693
H 2.375 -1.178 1.790
H 3.392 -1.116 3.278
H 1.644 -0.754 3.354
H 5.086 1.456 1.620
H 6.623 1.865 -0.344
H 5.572 2.111 -3.872
H 6.549 2.967 -2.642
H 6.766 1.245 -2.859
H 3.240 1.620 -3.015
H 1.723 1.172 -1.082
*
```

The HOMO energy comes out at -10.6 eV. The calculation puts the orbital gap at 4.372 eV.

Results of the Löwdin charge analysis, in e, for atoms 1 through 4: C -0.0396; C -0.2179; C -0.1976; F 0.0540



*x*
A cluster of 2 separate species, C24H27F2Si in total. Source: the OMol25 dataset; level of theory: ωB97M-V with the def2-TZVPD basis set.

ORCA input file:
```
! wB97M-V def2-TZVPD RIJCOSX def2/J DEFGRID3
* xyz 1 1
C 3.162 -5.489 -0.697
C 2.721 -4.056 -0.755
C 3.478 -3.120 -0.065
F 4.727 -3.509 0.425
C 3.014 -1.813 0.082
C 1.756 -1.397 -0.449
C 1.319 -0.006 -0.304
C 1.930 0.886 0.683
C 2.385 0.428 1.964
C 3.237 1.258 2.691
F 3.944 0.758 3.774
C 3.540 2.580 2.301
C 4.459 3.452 3.127
C 2.952 3.063 1.120
C 2.107 2.253 0.374
C 0.986 -2.333 -1.185
C 1.495 -3.621 -1.350
H 2.564 -6.042 -1.421
H 4.241 -5.629 -0.902
H 3.005 -5.947 0.307
H 3.665 -1.094 0.570
H 1.158 0.506 -1.321
H 2.157 -0.588 2.344
H 4.323 4.489 2.789
H 4.252 3.410 4.222
H 5.530 3.185 3.002
H 3.259 4.082 0.782
H 1.631 2.603 -0.536
H 0.024 -1.996 -1.618
H 0.955 -4.345 -1.956
C -1.965 1.216 1.374
Si -1.763 0.209 -0.166
C -2.247 -1.575 -0.273
C -2.263 1.208 -1.781
C -3.762 1.331 -1.688
C -4.322 2.410 -0.991
C -5.711 2.517 -0.885
C -6.530 1.513 -1.441
C -5.959 0.414 -2.116
C -4.569 0.314 -2.217
H -0.165 0.056 -0.116
H -3.018 1.517 1.565
H -1.592 0.600 2.213
H -1.324 2.128 1.343
H -3.347 -1.725 -0.320
H -1.777 -2.079 -1.146
H -1.841 -2.072 0.622
H -1.783 2.203 -1.783
H -1.968 0.650 -2.687
H -3.639 3.152 -0.554
H -6.145 3.368 -0.346
H -7.624 1.592 -1.355
H -6.588 -0.379 -2.539
H -4.074 -0.534 -2.710
*
```

The HOMO energy comes out at -11.4 eV. The calculation puts the orbital gap at 6.556 eV.

Results of the Löwdin charge analysis, in e, for atoms 1 through 4: C -0.0264; C -0.1817; C -0.1721; F 0.0536



Which is the most stable structure? *x* is the most stable.